Entry 1:
The following is a DFT calculation (ωB97M-V/def2-TZVPD) of an isolated molecule of C3H7NO2 at a distorted geometry.

Summary:
Relative energy (zero: lowest compared OMol25 entry of this formula, charge and spin): 491.02 kJ/mol
LUMO: -0.3 eV
Largest force on an atom: 0.0245 hartree/bohr
Spin multiplicity: 1
Highest occupied orbital energy: -8.66 eV
Gap between HOMO and LUMO: 8.313 eV
Total charge: 0
E: -8805.440 eV

Geometry as XYZ:
```
13
Properties=species:S:1:pos:R:3:forces:R:3
O -1.782408 0.326207 -0.145101 0.35 0.67 0.04
C -1.103950 -0.576381 0.528318 0.67 -0.07 0.78
C 0.126662 -1.083318 -0.269396 -0.28 -0.22 0.11
O 1.368086 -0.302099 -0.061610 0.08 0.38 0.02
C 1.357689 0.935201 0.298591 -0.07 -0.28 0.13
N 0.299406 1.668333 0.611744 0.12 -0.27 0.38
H -0.595531 1.373057 0.003336 -0.48 -0.40 0.01
H -0.629456 -0.154272 1.563252 -0.61 -0.94 -0.59
H -1.651343 -1.431147 0.967388 -0.06 -0.02 -0.43
H 0.432102 -2.097791 -0.016199 0.05 0.06 0.04
H -0.086255 -1.002729 -1.340661 -0.02 -0.05 0.23
H 2.370611 1.311635 0.456325 -0.05 0.04 -0.30
H -0.104915 1.008737 1.389541 0.29 1.10 -0.43
```
Forces are in eV/Å.



Entry 2:
The following is a DFT calculation (ωB97M-V/def2-TZVPD) of a cluster of 2 separate species, C3H7NO2 in total at a distorted geometry.

Summary:
Relative energy (zero: lowest compared OMol25 entry of this formula, charge and spin): 410.37 kJ/mol
LUMO: 0.9 eV
Largest force on an atom: 0.0778 hartree/bohr
Spin multiplicity: 1
SMILES: C=NO.CC=O
Highest occupied orbital energy: -9.51 eV
Gap between HOMO and LUMO: 10.377 eV
Total charge: 0
E: -8806.276 eV

Geometry as XYZ:
```
13
Properties=species:S:1:pos:R:3:forces:R:3
C -2.957425 1.097273 0.524465 -0.19 -1.99 -0.97
N -2.146187 0.277906 -0.026362 0.59 1.46 -0.32
O -2.605238 -0.935950 -0.499691 0.32 0.27 0.14
H -2.528415 2.092829 0.704674 -0.53 -0.61 0.33
H -3.998031 0.739125 0.655107 0.33 0.88 0.18
H -1.803630 -1.257397 -0.979057 -0.79 0.27 0.72
C 2.854981 -0.248263 -0.341550 -1.46 0.09 -0.31
C 1.475796 -0.330033 0.347990 -0.42 -1.73 -2.46
O 0.386913 -0.654416 -0.159337 3.53 1.01 1.58
H 3.406685 0.618151 -0.048073 0.23 0.67 0.72
H 3.499772 -1.104461 -0.179113 -0.25 -0.37 0.22
H 2.673804 -0.110566 -1.365134 -0.01 -0.19 -1.75
H 1.740972 -0.184197 1.366078 -1.35 0.26 1.92
```
Forces are in eV/Å.



Entry 3:
The following is a DFT calculation (ωB97M-V/def2-TZVPD) of an isolated molecule of C3H7NO2.

Summary:
Relative energy (zero: lowest compared OMol25 entry of this formula, charge and spin): 130.60 kJ/mol
LUMO: 0.6 eV
Largest force on an atom: 0.0113 hartree/bohr
Spin multiplicity: 1
SMILES: NC(=O)CCO
Highest occupied orbital energy: -9.79 eV
Gap between HOMO and LUMO: 10.409 eV
Total charge: 0
E: -8809.175 eV

Geometry as XYZ:
```
13
Properties=species:S:1:pos:R:3:forces:R:3
N 0.876492 1.750280 -0.225064 0.05 -0.01 -0.05
C 0.440572 0.681822 -1.078125 -0.21 -0.11 -0.28
O -0.031405 0.871788 -2.169560 0.23 -0.14 0.51
C 0.501918 -0.693170 -0.422622 0.08 -0.09 0.03
C -0.793577 -0.916454 0.356624 0.00 -0.25 -0.27
O -0.807489 0.016231 1.431455 -0.30 0.05 0.15
H 0.247127 1.670014 0.580961 0.10 0.26 -0.04
H 1.771260 1.451529 0.163454 -0.04 0.18 0.03
H 1.322017 -0.709707 0.302782 -0.05 -0.14 -0.13
H 0.655377 -1.490828 -1.153806 -0.16 0.17 -0.01
H -1.656320 -0.763044 -0.306515 0.14 -0.04 0.10
H -0.823252 -1.946223 0.736646 0.01 0.15 -0.03
H -1.702720 0.077762 1.783769 0.14 -0.03 -0.01
```
Forces are in eV/Å.



Entry 4:
The following is a DFT calculation (ωB97M-V/def2-TZVPD) of an isolated molecule of C3H7NO2 at a distorted geometry.

Summary:
Relative energy (zero: lowest compared OMol25 entry of this formula, charge and spin): 387.80 kJ/mol
LUMO: 0.6 eV
Largest force on an atom: 0.0236 hartree/bohr
Spin multiplicity: 1
SMILES: C/C(CO)=N/O
Highest occupied orbital energy: -9.62 eV
Gap between HOMO and LUMO: 10.185 eV
Total charge: 0
E: -8806.510 eV

Geometry as XYZ:
```
13
Properties=species:S:1:pos:R:3:forces:R:3
C -0.770201 1.473076 0.099143 -0.02 0.13 0.29
C -0.240713 0.116969 0.432487 0.01 -0.35 -0.31
C 1.219811 -0.248684 0.225599 -0.15 0.20 0.42
O 1.657224 -0.361252 -1.109744 -0.30 -0.09 -0.08
N -1.131505 -0.740246 0.740257 -0.18 0.56 -1.06
O -0.806562 -1.993671 0.085675 -0.25 -0.33 0.64
H -1.790457 1.326303 -0.276320 0.28 0.32 0.26
H -0.773605 2.117931 0.966940 0.03 0.56 0.01
H -0.161181 1.881918 -0.717658 -0.01 0.06 0.36
H 1.426321 -1.152239 0.815450 -0.02 0.13 -0.23
H 1.775093 0.581168 0.677169 0.11 -0.12 -0.11
H 1.191533 -1.126315 -1.467349 0.08 0.00 -0.11
H -1.595763 -1.874954 -0.471649 0.41 -1.07 -0.08
```
Forces are in eV/Å.



Entry 5:
The following is a DFT calculation (ωB97M-V/def2-TZVPD) of a cluster of 2 separate species, C3H7NO2 in total at a distorted geometry.

Summary:
Relative energy (zero: lowest compared OMol25 entry of this formula, charge and spin): 223.08 kJ/mol
LUMO: 1.0 eV
Largest force on an atom: 0.0473 hartree/bohr
Spin multiplicity: 1
SMILES: C=CN.O=CO
Highest occupied orbital energy: -8.27 eV
Gap between HOMO and LUMO: 9.240 eV
Total charge: 0
E: -8808.217 eV

Geometry as XYZ:
```
13
Properties=species:S:1:pos:R:3:forces:R:3
C -1.886478 1.829295 0.333495 0.06 -2.20 0.18
C -1.415898 0.791861 -0.402934 1.92 1.41 -0.52
N -1.392806 -0.566170 -0.113504 -0.61 0.45 0.97
H -2.162161 2.735015 -0.157095 0.69 0.78 0.16
H -2.031388 1.631206 1.391183 -1.10 0.24 -0.09
H -0.603480 1.041634 -1.115735 -1.39 -0.13 -0.77
H -2.264129 -0.849944 0.321147 0.38 -0.37 -0.05
H -1.094539 -1.151932 -0.876349 -0.07 0.02 -0.01
O 1.562022 -0.292552 -1.030724 0.71 -0.37 -0.02
C 1.999564 -0.820793 -0.024557 -0.98 0.82 -1.20
O 1.247988 -0.782987 1.077283 0.58 0.08 -0.49
H 2.980569 -1.318064 -0.065480 -0.34 -0.05 0.87
H 0.457450 -0.304648 0.690820 0.15 -0.68 0.98
```
Forces are in eV/Å.



Entry 6:
The following is a DFT calculation (ωB97M-V/def2-TZVPD) of a structure of composition C3H7NO2 at a distorted geometry.

Summary:
Relative energy (zero: lowest compared OMol25 entry of this formula, charge and spin): 354.67 kJ/mol
LUMO: 0.7 eV
Largest force on an atom: 0.0580 hartree/bohr
Spin multiplicity: 1
Highest occupied orbital energy: -7.48 eV
Gap between HOMO and LUMO: 8.154 eV
Total charge: 0
E: -8806.853 eV

Geometry as XYZ:
```
13
Properties=species:S:1:pos:R:3:forces:R:3
N 1.488179 0.000363 1.406566 0.56 0.54 0.87
C 0.862492 -0.258967 0.236053 0.16 -1.73 -0.16
O 0.634447 0.786914 -0.517576 -2.03 -0.19 -1.22
C 0.557388 -1.511896 -0.140516 0.22 -0.77 -0.15
C -1.110387 0.604030 -1.097115 2.43 1.55 0.75
O -1.475779 1.628643 -0.347769 -0.95 0.82 0.20
H 1.590034 -0.768971 2.042292 0.04 -0.05 0.03
H 1.265607 0.877799 1.827501 -0.06 0.35 0.28
H 0.754063 -2.340878 0.524299 0.00 -0.01 0.03
H 0.471407 -1.739680 -1.192588 -0.35 0.04 -0.04
H -0.770628 0.808757 -2.086910 -0.16 -0.04 -0.80
H -1.730043 -0.267389 -0.920247 0.68 -0.33 0.24
H -0.723342 2.254354 -0.359519 -0.54 -0.17 -0.04
```
Forces are in eV/Å.



Entry 7:
The following is a DFT calculation (ωB97M-V/def2-TZVPD) of an isolated molecule of C3H7NO2.

Summary:
Relative energy (zero: lowest compared OMol25 entry of this formula, charge and spin): 52.11 kJ/mol
LUMO: 0.7 eV
Largest force on an atom: 0.0064 hartree/bohr
Spin multiplicity: 1
SMILES: NC(=O)CCO
Highest occupied orbital energy: -9.66 eV
Gap between HOMO and LUMO: 10.357 eV
Total charge: 0
E: -8809.989 eV

Geometry as XYZ:
```
13
Properties=species:S:1:pos:R:3:forces:R:3
N 1.447746 -0.798353 0.417237 0.02 -0.14 -0.02
C 0.549070 -1.098665 -0.562361 0.00 -0.09 -0.03
O 0.815665 -1.829999 -1.500215 -0.07 0.21 0.24
C -0.819868 -0.446444 -0.402935 -0.05 -0.02 -0.07
C -0.780033 1.046602 -0.105254 -0.11 -0.05 -0.28
O -0.309836 1.246126 1.226977 0.14 0.21 0.08
H 1.149587 -0.287467 1.235026 0.05 -0.07 -0.16
H 2.326411 -1.292840 0.412079 -0.11 0.07 0.00
H -1.362269 -0.942486 0.412111 0.09 0.02 -0.10
H -1.365709 -0.633669 -1.330939 0.07 0.04 0.12
H -0.134743 1.558553 -0.831386 -0.05 -0.08 0.14
H -1.789945 1.467416 -0.203916 0.16 -0.08 0.04
H 0.273924 2.011225 1.233575 -0.14 -0.01 0.06
```
Forces are in eV/Å.



Entry 8:
The following is a DFT calculation (ωB97M-V/def2-TZVPD) of a cluster of 2 separate species, C3H7NO2P in total at a distorted geometry.

Summary:
Relative energy (zero: lowest compared OMol25 entry of this formula, charge and spin): 169.33 kJ/mol
LUMO: 4.2 eV
Largest force on an atom: 0.0672 hartree/bohr
Spin multiplicity: 1
Highest occupied orbital energy: -4.88 eV
Gap between HOMO and LUMO: 9.055 eV
Total charge: -1
E: -18099.854 eV

Geometry as XYZ:
```
14
Properties=species:S:1:pos:R:3:forces:R:3
C -3.806954 -0.646689 -0.895205 0.23 1.40 0.65
C -2.353784 0.939648 0.459592 1.22 1.36 -0.30
C 2.876845 -0.662549 -0.531388 -3.02 1.69 -0.07
N -3.314098 0.246189 -0.305167 -1.06 -2.42 -0.38
O 1.355999 0.777350 1.207540 0.25 0.61 1.10
O 0.184891 -0.125415 -0.858762 0.20 -0.52 -0.40
P 1.217158 -0.315351 0.217841 -0.49 0.16 -0.08
H 0.871256 -1.552636 0.900837 0.34 0.25 -0.20
H -2.463917 2.024549 0.188341 0.18 -0.87 0.94
H -1.395527 0.612589 0.037301 0.21 0.22 0.01
H -2.266846 0.696502 1.548518 -0.85 0.33 -0.93
H 2.732690 -1.675822 -0.680202 0.84 -2.17 -0.76
H 2.762937 -0.034289 -1.398053 0.40 -0.14 -0.76
H 3.599356 -0.284071 0.108804 1.55 0.09 1.18
```
Forces are in eV/Å.



Entry 9:
The following is a DFT calculation (ωB97M-V/def2-TZVPD) of an isolated molecule of C3H7NO2S at a distorted geometry.

Summary:
Relative energy (zero: lowest compared OMol25 entry of this formula, charge and spin): 369.05 kJ/mol
LUMO: 0.8 eV
Largest force on an atom: 0.1268 hartree/bohr
Spin multiplicity: 1
SMILES: N=[S@@]1(=O)CCCO1
Highest occupied orbital energy: -9.99 eV
Gap between HOMO and LUMO: 10.739 eV
Total charge: 0
E: -19641.779 eV

Geometry as XYZ:
```
14
Properties=species:S:1:pos:R:3:forces:R:3
N -1.776334 -1.081675 -0.431635 0.67 0.32 -1.60
S -1.273079 0.146037 0.245691 -3.60 2.55 4.80
O -2.225500 0.852665 1.325060 4.03 -2.24 -4.30
C 0.282365 -0.445876 0.897005 0.34 -0.26 1.45
C 1.101057 -0.352084 -0.338692 2.23 0.91 -0.30
C 0.825868 1.057990 -0.765040 -0.50 -0.57 0.02
O -0.612396 1.195979 -0.820357 -0.70 -0.59 0.39
H -2.619560 -1.416749 -0.058851 -1.47 -0.35 0.40
H 0.047477 -1.480149 1.010605 -0.25 -0.60 0.92
H 0.723973 0.010854 1.858576 -0.83 -0.34 -1.78
H 0.940091 -1.049657 -1.152457 -0.61 -0.32 0.26
H 2.165399 -0.401754 -0.104235 0.10 -0.16 0.06
H 1.145366 1.674878 0.035335 0.64 1.11 0.44
H 1.275267 1.289538 -1.701004 -0.04 0.54 -0.78
```
Forces are in eV/Å.